C68H157N9O16 | the ωB97M-V functional and the def2-TZVPD basis

Geometry as XYZ:
```
250
Properties=species:S:1:pos:R:3:forces:R:3
C -23.617 -16.560 6.374 0.3 -0.1 0.5
C -25.170 -16.575 6.386 1.6 -1.2 0.2
C -25.642 -16.685 7.876 0.2 -0.5 -1.3
C -25.625 -15.280 5.755 -2.9 0.8 -0.1
C -27.167 -15.323 5.416 0.9 -0.3 -0.3
C -27.378 -16.457 4.425 0.8 0.2 0.6
C -26.834 -17.849 4.883 -1.5 1.3 -1.7
C -27.929 -18.375 5.822 1.4 -1.7 1.0
C -26.721 -18.660 3.521 -0.2 -0.4 2.1
N -25.517 -17.724 5.502 -0.5 1.1 -1.3
O -25.062 -18.975 5.943 -0.3 -0.1 0.9
H -23.131 -17.416 6.843 -0.5 -0.3 0.2
H -23.193 -16.554 5.370 -0.3 0.3 -0.2
H -23.232 -15.714 6.943 0.0 0.2 -0.2
H -25.538 -17.714 8.222 0.2 -0.1 -0.1
H -24.955 -16.070 8.458 -0.5 0.2 0.3
H -26.703 -16.448 7.952 0.2 0.4 0.3
H -25.471 -14.417 6.403 0.3 -0.2 0.2
H -25.220 -14.985 4.787 0.8 -0.5 0.0
H -27.879 -15.436 6.233 0.4 0.0 0.4
H -27.459 -14.413 4.892 0.1 0.3 0.2
H -26.860 -16.166 3.511 -0.3 -0.1 -0.2
H -28.460 -16.515 4.309 0.1 -0.4 -0.7
H -28.056 -17.753 6.709 -0.3 0.4 -0.3
H -27.453 -19.257 6.249 -0.2 -0.5 0.2
H -28.884 -18.739 5.445 0.1 0.5 -0.5
H -27.727 -18.826 3.134 0.0 0.2 -0.2
H -26.343 -19.644 3.800 0.2 -0.2 -0.3
H -26.063 -18.186 2.794 -0.1 0.1 0.2
H -24.286 -19.193 5.421 0.1 0.2 -0.2
C -31.477 -12.690 -2.004 0.9 0.4 -0.8
C -31.650 -12.826 -0.473 -1.7 0.0 -1.7
C -32.633 -11.704 -0.071 -0.6 -0.2 -0.1
C -32.411 -14.211 -0.300 2.1 0.0 0.8
C -31.421 -15.413 -0.382 -0.1 0.8 0.1
C -30.330 -15.193 0.687 -0.5 -0.3 -0.3
C -29.534 -13.880 0.521 1.0 0.0 0.8
C -28.727 -13.619 1.812 0.0 0.2 0.4
C -28.501 -14.119 -0.605 -0.3 0.4 -0.7
N -30.443 -12.707 0.341 0.3 -0.8 0.5
O -29.678 -11.515 0.059 -1.0 -1.0 0.2
H -32.400 -12.703 -2.583 -0.3 -0.2 0.5
H -31.045 -11.734 -2.300 0.2 0.3 0.2
H -30.841 -13.427 -2.495 0.1 -0.3 0.3
H -33.102 -11.980 0.873 0.3 0.5 0.4
H -32.250 -10.684 -0.114 0.6 -0.2 0.5
H -33.484 -11.613 -0.746 0.0 -0.5 -0.4
H -32.773 -14.248 0.728 -0.4 0.1 0.0
H -33.233 -14.304 -1.010 0.1 0.3 0.1
H -31.986 -16.335 -0.243 0.1 -0.1 0.4
H -30.963 -15.537 -1.363 0.0 0.3 -0.2
H -29.587 -15.991 0.668 0.0 -0.1 -0.2
H -30.789 -15.302 1.670 -0.1 0.5 0.2
H -28.216 -14.497 2.206 0.0 -0.4 -0.4
H -29.347 -13.277 2.640 -0.3 0.1 -0.1
H -27.950 -12.867 1.673 0.0 0.1 -0.2
H -27.794 -13.316 -0.815 -0.5 0.6 0.1
H -29.082 -14.322 -1.505 0.4 -0.2 -0.3
H -27.787 -14.926 -0.438 -0.5 -0.5 0.4
H -29.548 -11.561 -0.891 0.3 0.2 -0.5
C -30.008 -9.944 9.638 0.1 -0.1 1.7
C -29.118 -10.803 10.634 -0.4 -0.7 -1.4
C -28.062 -9.858 11.222 0.5 0.2 0.2
C -30.007 -11.362 11.790 1.1 0.2 -0.8
C -30.803 -12.585 11.422 -0.8 -1.0 0.1
C -29.959 -13.727 10.804 1.0 1.4 0.1
C -29.166 -13.244 9.595 -0.9 1.4 -1.9
C -28.138 -14.263 9.092 0.8 1.0 0.9
C -30.175 -13.013 8.419 -0.4 0.3 0.5
N -28.439 -11.951 9.941 -0.9 -1.8 3.7
O -27.628 -11.544 8.935 0.1 0.5 -1.2
H -30.311 -9.103 10.262 0.3 0.4 -0.3
H -29.496 -9.569 8.752 0.2 -0.1 0.2
H -30.983 -10.352 9.369 0.2 -0.6 -0.2
H -27.499 -9.299 10.475 -0.3 0.0 -0.3
H -28.510 -9.132 11.900 -0.4 0.1 -0.2
H -27.279 -10.317 11.825 -0.2 -0.7 0.0
H -29.370 -11.644 12.628 0.2 0.3 0.1
H -30.635 -10.509 12.048 -0.2 -0.2 0.4
H -31.263 -13.032 12.303 0.1 0.2 0.4
H -31.687 -12.280 10.861 0.1 -0.2 -0.7
H -30.515 -14.640 10.591 -0.1 0.2 -0.1
H -29.151 -13.960 11.498 -0.2 -0.3 0.6
H -28.335 -15.255 9.500 0.0 -0.1 -0.3
H -27.197 -13.877 9.483 0.3 -0.6 0.2
H -27.988 -14.233 8.013 -0.4 -0.3 0.0
H -29.984 -12.150 7.781 0.5 0.0 -0.2
H -31.144 -12.764 8.853 -0.3 -0.3 -0.2
H -30.248 -13.895 7.782 -0.2 0.0 0.1
H -28.302 -11.348 8.280 0.1 0.7 -1.3
C -24.456 -4.188 3.509 1.0 0.2 -1.1
C -25.148 -4.797 2.231 -0.7 0.3 1.9
C -24.294 -4.510 0.986 -0.4 -0.1 0.0
C -25.239 -6.367 2.472 -0.5 0.6 0.1
C -26.378 -6.788 3.406 -2.3 2.0 -1.3
C -27.730 -6.105 2.816 1.1 -0.9 1.6
C -27.707 -4.585 2.717 -0.2 0.5 -1.9
C -28.906 -4.180 1.797 0.1 0.4 0.1
C -27.915 -3.803 4.003 -0.7 -0.7 0.4
N -26.489 -4.184 2.007 0.0 -3.1 -0.3
O -26.435 -2.834 1.727 0.4 0.6 -0.2
H -24.686 -3.155 3.770 -0.7 -0.1 -0.2
H -24.472 -4.792 4.416 -0.2 -0.1 -0.1
H -23.426 -4.086 3.167 0.5 -0.3 0.6
H -24.847 -4.680 0.062 -0.2 -0.6 0.0
H -24.028 -3.459 0.876 0.5 0.0 0.5
H -23.434 -5.179 1.024 0.2 0.3 -0.2
H -25.303 -6.839 1.491 -0.3 -0.2 0.0
H -24.352 -6.761 2.968 0.6 0.5 -0.4
H -26.564 -7.861 3.457 0.4 0.0 0.0
H -26.246 -6.388 4.412 0.3 -0.1 0.1
H -28.587 -6.280 3.466 0.0 -0.5 0.2
H -27.963 -6.602 1.874 0.1 0.3 -0.3
H -28.907 -4.583 0.784 0.4 -0.4 0.1
H -28.881 -3.097 1.681 -0.1 0.0 0.0
H -29.874 -4.432 2.231 0.0 -0.1 0.3
H -28.274 -2.805 3.751 1.0 0.4 0.2
H -27.070 -3.905 4.684 0.0 0.5 0.0
H -28.804 -4.183 4.507 0.0 -0.5 0.3
H -26.363 -2.918 0.773 -0.1 0.9 -0.3
C -29.421 1.057 9.878 1.2 0.1 1.0
O -28.149 0.436 10.153 -1.0 0.8 -0.6
C -28.114 -0.935 10.361 0.7 -1.6 -1.2
C -28.080 -1.754 9.016 0.5 0.2 0.3
N -27.982 -3.230 9.147 0.1 0.7 0.1
C -27.307 -3.861 7.999 -0.2 0.4 0.4
C -27.789 -5.269 7.839 0.5 -1.7 -0.9
O -26.851 -5.994 6.997 -0.7 -0.1 -0.3
C -27.214 -7.370 6.722 0.4 1.0 0.3
H -29.169 2.117 9.899 -0.3 0.0 -0.3
H -30.068 0.883 10.738 -0.4 -0.2 -0.2
H -29.889 0.788 8.930 0.1 -0.2 0.0
H -28.895 -1.379 10.978 -0.3 0.5 0.4
H -27.140 -1.061 10.833 -0.1 -0.5 0.2
H -27.196 -1.395 8.488 0.0 0.0 -0.1
H -28.940 -1.520 8.389 -0.2 0.4 -0.1
H -28.935 -3.565 9.171 -0.1 -0.3 0.1
H -26.225 -3.805 8.118 0.0 -0.1 0.2
H -27.545 -3.369 7.056 0.0 0.3 -0.2
H -28.771 -5.248 7.368 -0.3 0.0 -0.2
H -27.915 -5.864 8.743 0.2 0.3 0.5
H -27.885 -7.541 5.880 -0.6 0.6 0.0
H -27.642 -7.788 7.634 0.1 -0.5 0.0
H -26.309 -7.873 6.381 0.1 0.0 0.6
C -18.745 -12.200 4.148 0.3 -0.1 0.8
O -20.037 -12.224 4.751 0.8 -0.1 -0.6
C -20.559 -13.523 4.896 -1.3 -0.3 -0.4
C -21.937 -13.397 5.499 -0.5 1.4 0.4
N -21.890 -13.089 6.914 -1.2 -1.8 1.1
C -23.222 -12.818 7.564 2.4 1.3 0.9
C -22.913 -12.480 9.027 -1.4 0.9 -0.8
O -22.136 -11.259 9.124 -0.2 -2.3 -2.7
C -21.600 -11.185 10.361 0.8 1.5 1.2
H -18.561 -12.986 3.416 -0.5 0.0 -0.3
H -17.997 -12.370 4.923 0.2 0.1 0.2
H -18.542 -11.223 3.711 -0.3 0.0 0.0
H -19.965 -14.250 5.450 0.5 0.4 0.5
H -20.711 -14.020 3.938 0.2 0.2 -0.6
H -22.564 -14.242 5.212 0.1 -0.3 0.6
H -22.468 -12.511 5.152 0.1 0.1 -1.5
H -21.171 -12.402 7.094 -0.4 0.3 0.2
H -23.918 -13.655 7.516 0.3 0.0 -0.2
H -23.711 -11.891 7.263 -0.2 -0.1 -1.1
H -22.535 -13.375 9.521 0.6 0.4 0.4
H -23.825 -12.080 9.471 -0.6 -1.1 0.4
H -21.026 -10.260 10.304 0.3 -0.1 0.7
H -20.971 -12.036 10.619 0.1 -0.1 0.1
H -22.399 -11.048 11.090 0.0 -0.1 0.6
C -19.974 -8.176 3.116 0.5 -0.3 -0.9
O -20.355 -7.396 4.195 -0.7 -0.4 0.7
C -21.599 -7.875 4.716 -0.5 0.8 1.9
C -21.433 -8.882 5.884 -0.6 0.2 -0.3
N -22.699 -9.513 6.418 0.2 0.4 -0.4
C -23.850 -8.642 6.739 0.1 0.2 -0.3
C -23.641 -7.560 7.800 -0.5 -0.1 -0.1
O -23.520 -8.116 9.125 1.4 0.9 -0.5
C -24.692 -8.560 9.765 -0.1 0.2 -0.9
H -19.870 -9.226 3.389 -0.4 -0.3 -0.1
H -18.993 -7.909 2.723 0.0 0.5 0.2
H -20.707 -8.006 2.328 0.0 -0.5 -0.4
H -22.325 -8.290 4.018 0.3 0.0 -0.7
H -22.040 -6.970 5.134 -0.3 0.1 -0.1
H -20.886 -8.374 6.678 0.2 0.1 0.1
H -20.805 -9.673 5.472 0.0 -0.4 0.4
H -22.416 -10.023 7.243 -0.1 -0.1 0.2
H -24.756 -9.159 7.056 0.4 -1.1 0.0
H -24.190 -8.257 5.777 0.1 0.7 -0.1
H -24.413 -6.790 7.816 -0.7 -0.2 -0.2
H -22.798 -6.973 7.436 0.8 -0.2 1.1
H -24.460 -8.799 10.803 0.2 -0.4 -0.2
H -25.081 -9.392 9.177 -0.3 -0.5 0.5
H -25.472 -7.799 9.811 -0.1 0.4 -0.2
C -26.843 -9.803 1.227 -0.2 -1.3 -0.9
O -25.793 -10.688 1.520 1.2 -0.4 0.9
C -24.629 -10.047 2.083 -1.1 0.4 0.3
C -23.506 -11.017 2.386 -0.4 -0.4 -1.8
N -23.200 -11.761 1.141 0.9 0.8 0.0
C -22.309 -12.882 1.311 -1.5 -1.4 1.1
C -23.108 -14.010 2.038 0.9 -0.2 -0.5
O -24.067 -14.568 1.161 1.1 1.0 -0.9
C -24.976 -15.438 1.729 -0.3 0.0 -0.1
H -27.539 -10.438 0.680 -0.3 0.1 0.1
H -26.505 -9.069 0.495 0.0 0.7 0.4
H -27.374 -9.443 2.108 0.3 0.5 0.1
H -24.900 -9.552 3.016 -0.2 0.0 0.5
H -24.403 -9.205 1.430 0.7 -0.2 -0.4
H -23.759 -11.670 3.222 -0.3 0.0 0.2
H -22.628 -10.454 2.701 0.1 0.1 -0.1
H -24.016 -12.138 0.680 -0.5 0.4 0.2
H -21.431 -12.664 1.919 0.0 0.3 0.0
H -21.995 -13.331 0.368 0.1 0.4 -0.2
H -23.604 -13.625 2.929 0.1 0.0 0.2
H -22.390 -14.791 2.286 0.0 -0.3 0.5
H -24.512 -16.185 2.373 0.1 -0.2 0.1
H -25.443 -15.918 0.869 -0.4 -0.2 0.3
H -25.699 -14.868 2.311 -0.3 -0.1 0.2
C -32.601 -7.577 9.744 -0.3 0.0 -0.6
O -31.382 -7.267 9.081 -0.5 -0.4 0.0
C -31.473 -7.186 7.679 0.6 -0.3 -0.7
C -31.568 -8.486 6.844 -0.1 -1.3 0.4
N -32.816 -9.271 6.859 0.4 0.5 1.0
C -32.808 -10.673 6.349 -0.3 2.4 1.1
C -32.665 -10.688 4.883 1.1 -1.1 -1.7
O -31.269 -10.391 4.451 -1.4 0.6 -0.1
C -31.136 -10.280 3.038 -0.8 -1.0 -1.9
H -32.419 -7.577 10.819 -0.1 0.2 -0.2
H -33.063 -8.513 9.430 0.6 -0.5 0.1
H -33.380 -6.880 9.436 0.0 0.7 0.4
H -30.519 -6.754 7.379 0.2 -0.1 0.0
H -32.188 -6.430 7.355 -0.6 0.0 0.1
H -30.847 -9.216 7.211 0.3 0.4 0.3
H -31.243 -8.314 5.818 0.1 0.7 -0.2
H -33.571 -8.736 6.456 -0.2 -0.2 -0.2
H -33.819 -10.938 6.657 0.1 -0.9 -0.4
H -32.074 -11.292 6.866 0.0 0.1 0.1
H -33.418 -10.030 4.449 0.4 0.5 -0.3
H -32.904 -11.673 4.483 0.1 -0.3 -0.1
H -32.045 -10.055 2.480 -0.7 0.5 0.7
H -30.930 -11.211 2.510 0.4 -0.8 0.7
H -30.434 -9.613 2.539 0.6 0.6 1.4
O -26.321 -11.839 6.203 1.6 -0.4 0.1
C -26.935 -11.074 5.201 0.6 0.3 0.3
C -28.377 -11.396 5.320 -1.4 0.9 -2.4
O -29.064 -10.436 6.081 0.4 0.2 1.5
H -26.612 -11.478 7.044 0.1 -0.1 0.3
H -26.669 -10.023 5.318 -0.7 0.5 0.5
H -26.509 -11.194 4.205 0.1 -1.3 0.0
H -28.534 -12.425 5.643 0.2 0.0 0.4
H -28.829 -11.322 4.330 0.0 -0.3 -0.4
H -29.899 -10.270 5.637 -0.4 0.0 -0.2
```
Forces are in eV/Å.

## Properties
HOMO-LUMO gap (eV): 8.14
Multiplicity: 1
SMILES: CC1(C)CCCC(C)(C)N1O.CC1(C)CCCC(C)(C)N1O.CC1(C)CCCC(C)(C)N1O.CC1(C)CCCC(C)(C)N1O.COCCNCCOC.COCCNCCOC.COCCNCCOC.COCCNCCOC.COCCNCCOC.OCCO
F_max (eV Å⁻¹): 4.20